No. 1
Molecular formula: C2H4N3OP
Method: DFT, ωB97M-V/def2-TZVPD

The net charge is 0.

```
11
Properties=species:S:1:pos:R:3:forces:R:3:nbo_charge:R:1
C 0.780 -2.148 -0.232 0.2 -0.9 -1.2 0.00
C -0.406 0.733 -1.652 0.5 0.0 -3.1 -0.08
N 0.953 -1.436 0.655 1.0 0.2 0.5 0.02
N 0.139 0.860 -2.699 -1.6 -0.5 3.6 -0.33
N 1.020 -0.460 1.363 -0.4 2.8 2.0 -0.60
O -0.784 2.067 0.421 1.4 1.0 1.9 -0.99
P -1.309 0.604 0.003 -0.8 0.3 -1.5 0.90
H 0.441 -3.097 -0.486 -0.5 -1.1 -0.4 0.23
H 1.758 -0.315 2.061 0.0 -1.0 -0.8 0.38
H 0.056 2.030 0.950 -1.1 -0.1 -0.7 0.51
H -2.648 1.162 -0.383 1.4 -0.7 -0.2 -0.04
```
Forces are in eV/Å.

No. 2
Molecular formula: C2H4N3OP
Method: DFT, ωB97M-V/def2-TZVPD

The net charge is 0.

```
11
Properties=species:S:1:pos:R:3:forces:R:3:nbo_charge:R:1
C 1.464 -1.119 0.302 -2.0 -0.6 1.0 -0.12
C 0.273 -0.359 0.089 -1.6 1.0 0.5 -0.16
N 2.485 -0.330 0.332 1.5 0.9 -0.6 -0.25
N 0.694 0.934 0.020 -2.1 -1.4 -1.0 -0.26
N 1.980 0.857 0.036 0.9 -0.4 0.9 -0.16
O -2.094 1.041 0.332 -1.2 1.1 3.6 -0.96
P -1.893 -0.545 0.126 3.6 -0.4 0.3 0.89
H 1.594 -2.077 0.759 -0.2 -0.7 -0.6 0.22
H 2.531 1.656 0.222 0.5 0.8 -0.1 0.39
H -2.268 1.171 1.342 0.5 0.1 -2.7 0.49
H -1.942 -0.386 -1.229 0.0 -0.4 -1.2 -0.08
```
Forces are in eV/Å.

No. 3
Molecular formula: C2H4N3P
Method: DFT, ωB97M-V/def2-TZVPD

The net charge is 0.

```
10
Properties=species:S:1:pos:R:3:forces:R:3:nbo_charge:R:1
C -1.615 0.792 -0.215 -3.3 -0.5 1.3 -0.33
C -0.726 -0.295 0.031 -0.1 -2.2 -0.5 0.10
N -0.924 1.907 -0.237 1.1 0.2 0.5 0.04
N 0.137 2.289 -0.176 0.0 0.7 -0.4 0.13
N 0.541 -0.220 0.014 0.5 1.1 0.6 -0.78
P 1.595 -1.601 0.117 -1.2 -0.5 1.0 0.49
H -2.729 0.794 0.117 2.4 0.1 -1.1 0.24
H -1.202 -1.298 0.090 -0.1 0.5 0.2 0.18
H 2.566 -1.259 1.131 -0.6 0.3 -0.3 -0.04
H 2.356 -1.109 -0.872 1.3 0.3 -1.3 -0.05
```
Forces are in eV/Å.

What are the orbital gap values for these records? In order: 9.9; 10.1; 8.7 eV.
What are the relative energy (zero: lowest compared OMol25 entry of this formula, charge and spin) values for these records? In order: 76.5; 30.8; 58.1 kcal per mole.
What are the highest occupied orbital energy values for these records? In order: -9.384; -9.498; -8.647 eV.